# C24H26N4O2TeZn

C24H26N4O2TeZn as an isolated structure at a distorted geometry (ωB97M-V/def2-TZVPD, the OMol25 dataset).

Output
Charge: 0
Kohn-Sham gap, hartree: 0.1745
Electronic energy, eV: -91073.894

Geometry as XYZ:
```
58
Properties=species:S:1:pos:R:3:forces:R:3
Zn -0.668072 -0.626194 -1.097940 2.3 -0.3 1.0
O -1.914540 -1.210653 -2.317679 -0.9 -1.2 -0.7
C -1.875926 -2.493529 -2.650676 -0.5 -0.2 0.2
C -2.059051 -2.814987 -3.992130 -1.3 0.3 -2.0
C -2.293701 -4.119451 -4.421942 0.1 0.2 0.3
C -2.322019 -5.177897 -3.530515 -0.2 0.3 -0.5
C -1.994570 -4.899694 -2.232917 -0.5 -0.7 0.9
C -1.759342 -3.628950 -1.732448 1.0 1.6 -1.8
C -1.128414 -3.538095 -0.455095 -0.5 1.4 1.9
N -0.730243 -2.383371 0.057016 -1.2 -2.4 -1.8
N -0.290001 -2.367809 1.321264 1.0 1.1 2.0
C 0.208462 -1.150963 1.629938 -1.1 -2.0 -0.1
O 0.298405 -0.222162 0.781104 -0.3 1.6 -0.1
C 0.743208 -0.931011 3.029695 0.9 0.2 -1.8
C 0.631131 -1.880444 4.023392 -1.1 -1.3 0.4
C 1.486464 -1.859023 5.119690 -0.3 -1.6 0.5
C 2.550940 -1.020458 5.220503 0.0 2.6 -0.8
C 2.511971 0.090680 4.314067 0.3 0.1 0.0
C 1.670926 0.136001 3.171218 0.3 -1.1 2.6
H -2.296580 -2.012336 -4.764494 0.8 -0.8 1.3
H -2.504749 -4.345548 -5.449963 -0.1 0.3 -0.4
H -2.677312 -6.137628 -3.871708 0.3 -0.3 0.2
H -2.012419 -5.702539 -1.506101 0.2 -0.2 0.1
H -1.176030 -4.510416 0.100875 0.6 1.1 0.1
H -0.105596 -2.750090 3.971024 1.0 1.5 -0.3
H 1.354332 -2.612535 5.890082 0.0 -0.2 -0.1
H 3.323974 -1.077330 6.007021 -0.7 0.1 -0.4
H 3.147351 0.956746 4.571402 -0.1 -0.6 -0.6
H 1.760091 0.964217 2.490518 -0.2 -0.1 -0.3
N -1.948544 3.731327 0.434397 -0.8 1.1 1.6
C -1.406983 3.638521 -0.932655 2.6 0.6 -1.0
C -0.704907 2.258092 -1.100715 -0.6 0.3 -0.2
N -1.741312 1.218094 -0.859664 -0.3 0.2 -0.8
C -2.454363 1.294343 0.400317 0.3 0.3 0.7
C -3.015843 2.693045 0.730197 1.5 -0.6 0.0
H -2.432480 4.632745 0.604551 0.6 -0.3 -0.4
H -1.204134 3.715825 1.168918 -0.4 -0.4 -0.9
H -0.661319 4.469290 -1.091348 -0.7 -0.8 0.4
H -2.193716 3.847229 -1.659133 -0.2 -0.4 0.2
H 0.209550 2.126223 -0.445895 -1.2 0.1 -0.2
H -0.285248 2.118519 -2.124186 -0.5 0.2 0.6
H -2.456334 1.170190 -1.600773 0.9 0.0 -0.1
H -1.694202 0.951534 1.139330 -0.9 0.2 0.1
H -3.348380 0.657049 0.342119 0.6 -0.3 0.2
H -3.250859 2.792538 1.781239 -0.2 -0.1 0.2
H -3.860336 2.969163 0.127653 -0.4 0.0 -0.4
Te 1.587115 -0.472984 -2.617874 0.2 0.4 0.6
C 2.859528 0.877129 -1.471106 -0.4 -0.2 -1.2
C 3.443286 1.916789 -2.220502 -0.7 0.7 0.4
C 3.936712 3.054875 -1.584054 -0.4 -0.7 1.0
C 3.939496 3.089173 -0.182355 0.7 1.0 0.2
C 3.650815 1.936116 0.542150 -0.9 -0.5 1.3
C 3.022570 0.862603 -0.089313 0.5 -0.3 -0.4
H 3.290250 2.002159 -3.289730 0.2 -0.5 -0.1
H 4.264999 3.919927 -2.138258 0.0 0.1 -0.2
H 4.161518 4.069217 0.297305 0.2 -1.0 -0.1
H 3.739481 1.770193 1.661074 0.1 1.0 -1.4
H 2.674949 0.016543 0.503111 0.1 0.3 -0.3
```
Forces are in eV/Å.